160
Properties=species:S:1:pos:R:3:lowdin_charge:R:1 method="wB97M-V/def2-TZVPD" max_force_ha_per_bohr=0.0829 total_energy_ha=-4420.69667 spin_multiplicity=2 charge=-1 homo_lumo_gap_ha="0.07767 / 0.22462"
C 20.7460 -8.9637 -3.5316 -0.177
C 21.8029 -8.3637 -4.1747 -0.122
C 21.6981 -8.1185 -5.5561 -0.021
C 20.4505 -8.2218 -6.2317 -0.169
C 19.3571 -8.6425 -5.4352 -0.051
C 19.4890 -8.9882 -4.0999 -0.148
N 20.3276 -8.0331 -7.6499 -0.476
O 21.2482 -7.5099 -8.2906 -0.077
O 19.2975 -8.4168 -8.1524 -0.063
H 20.8297 -9.2189 -2.4856 0.077
H 22.7072 -8.2067 -3.6055 0.073
H 22.5905 -7.7453 -6.0365 0.090
H 18.3687 -8.7112 -5.8651 0.092
H 18.7176 -9.2796 -3.4024 0.077
C 13.9142 -8.3958 -1.5250 -0.059
C 13.5954 -7.7250 -0.3494 -0.080
C 12.3806 -7.9317 0.2764 0.013
C 11.4855 -8.9115 -0.2798 -0.103
C 11.7054 -9.3477 -1.5871 -0.029
C 12.9342 -9.1370 -2.1479 -0.095
N 10.1668 -9.1452 0.4116 -0.317
O 9.3726 -9.9616 -0.1222 0.028
O 9.8222 -8.4655 1.3721 0.066
H 14.8936 -8.2523 -1.9568 0.112
H 14.3798 -7.0676 -0.0043 0.100
H 12.2697 -7.3978 1.2086 0.108
H 10.9628 -9.8905 -2.1530 0.121
H 13.2316 -9.6451 -3.0533 0.113
C 22.7590 -6.1339 -1.4899 -0.071
C 23.8488 -7.0249 -1.4031 -0.065
C 23.7841 -8.0671 -0.5289 -0.006
C 22.6637 -8.2501 0.2885 -0.124
C 21.6186 -7.3281 0.2150 0.002
C 21.6632 -6.2608 -0.6751 -0.069
N 22.6676 -9.3824 1.2212 -0.333
O 23.6298 -10.1417 1.3497 0.059
O 21.6565 -9.6253 1.8481 0.066
H 22.8553 -5.2988 -2.1680 0.091
H 24.6608 -6.8328 -2.0888 0.115
H 24.6028 -8.7697 -0.4783 0.122
H 20.7194 -7.4162 0.8067 0.101
H 20.8420 -5.5681 -0.7854 0.095
C 15.1224 -14.1027 1.7122 -0.030
C 15.9900 -13.6703 2.7615 -0.052
C 16.4274 -14.6040 3.6625 -0.031
C 16.1858 -15.9805 3.4127 -0.127
C 15.4188 -16.3570 2.3499 -0.025
C 14.7935 -15.4379 1.5492 -0.056
N 16.6109 -16.9727 4.4408 -0.340
O 17.3836 -16.7023 5.2977 0.088
O 16.2764 -18.1761 4.2775 0.027
H 14.8568 -13.4585 0.8871 0.094
H 16.2482 -12.6384 2.9482 0.095
H 16.9515 -14.2836 4.5507 0.117
H 15.0110 -17.3568 2.3268 0.121
H 14.0859 -15.7722 0.8049 0.115
C 17.8652 -14.3083 -6.8242 -0.077
C 19.0173 -14.6314 -6.0839 -0.059
C 19.2674 -14.0200 -4.8411 0.003
C 18.4412 -12.9839 -4.3826 -0.130
C 17.3231 -12.6678 -5.1556 -0.004
C 17.0085 -13.3031 -6.3705 -0.058
N 18.7498 -12.2509 -3.1310 -0.334
O 19.8693 -12.2567 -2.7183 0.107
O 17.8182 -11.6477 -2.5493 0.011
H 17.6022 -14.8324 -7.7312 0.101
H 19.5034 -15.5254 -6.4456 0.100
H 19.9859 -14.4639 -4.1679 0.115
H 16.6119 -11.9603 -4.7556 0.107
H 16.1543 -13.0738 -6.9904 0.103
C 19.7253 -1.8015 -1.1632 -0.095
C 20.0197 -0.6567 -1.8950 -0.046
C 18.9971 0.0006 -2.6274 -0.005
C 17.7935 -0.6005 -2.6320 -0.161
C 17.5163 -1.7582 -1.8621 0.012
C 18.5124 -2.4117 -1.1783 -0.076
N 16.6475 -0.0065 -3.3387 -0.314
O 16.9109 0.9199 -4.1210 0.059
O 15.5116 -0.4957 -3.2428 0.060
H 20.4955 -2.2281 -0.5378 0.107
H 20.9992 -0.2074 -1.9659 0.107
H 19.1806 0.8526 -3.2652 0.125
H 16.5339 -2.2000 -1.7838 0.119
H 18.2303 -3.2960 -0.6263 0.097
C 19.9533 -14.0778 2.5643 -0.034
C 20.5522 -13.0546 1.7683 -0.040
C 21.8917 -13.1873 1.3764 0.000
C 22.5866 -14.3552 1.7468 -0.091
C 22.0282 -15.3439 2.6152 -0.024
C 20.7302 -15.1884 3.0065 -0.079
N 23.9960 -14.5975 1.1822 -0.343
O 24.3761 -13.9013 0.2409 0.062
O 24.6600 -15.4406 1.7424 0.062
H 18.9074 -13.9656 2.8087 0.071
H 19.9259 -12.2051 1.5392 0.094
H 22.4199 -12.4192 0.8311 0.097
H 22.5181 -16.2748 2.8600 0.112
H 20.2878 -15.9654 3.6123 0.100
C 19.6376 -5.3489 -3.8186 -0.049
C 18.3962 -5.1264 -4.4011 -0.062
C 18.1517 -3.9850 -5.1180 -0.011
C 19.0942 -2.9620 -5.1719 -0.095
C 20.3200 -3.1240 -4.4165 -0.004
C 20.5354 -4.2802 -3.7288 -0.079
N 18.7725 -1.6979 -5.9208 -0.351
O 17.7629 -1.6817 -6.5786 0.084
O 19.6250 -0.8225 -5.9434 0.058
H 19.8247 -6.1732 -3.1463 0.082
H 17.6957 -5.9328 -4.2414 0.107
H 17.1771 -3.8463 -5.5623 0.120
H 20.9911 -2.2879 -4.2864 0.108
H 21.3696 -4.3555 -3.0470 0.075
C 16.8669 -4.8270 2.7492 -0.073
O 15.4559 -4.6259 2.4575 -0.195
C 14.5682 -5.5056 3.1638 -0.192
C 14.4674 -5.2468 4.6686 -0.189
O 15.6848 -5.5677 5.3520 -0.214
C 15.5432 -5.8036 6.7499 -0.099
H 17.0865 -5.8599 3.0191 0.088
H 17.0905 -4.2013 3.6132 0.080
H 17.4095 -4.4197 1.8960 0.071
H 14.9088 -6.5205 2.9586 0.111
H 13.5492 -5.3514 2.8091 0.121
H 13.8072 -6.0107 5.0793 0.118
H 14.1184 -4.2368 4.8835 0.131
H 16.2700 -5.2998 7.3871 0.083
H 15.6757 -6.8800 6.8594 0.087
H 14.5538 -5.5360 7.1208 0.080
C 11.2882 -13.1230 2.0686 -0.072
O 11.3234 -14.2488 1.1583 -0.184
C 10.7727 -14.0094 -0.1231 -0.202
C 11.5869 -13.0520 -1.0184 -0.216
O 12.9356 -13.4526 -1.0545 -0.189
C 13.8067 -12.5068 -1.7459 -0.066
H 11.8424 -12.2567 1.7072 0.072
H 11.7419 -13.4306 3.0107 0.087
H 10.2545 -12.8108 2.2169 0.086
H 9.7141 -13.7521 -0.0862 0.119
H 10.6169 -14.9457 -0.6590 0.119
H 11.5257 -12.0911 -0.5075 0.091
H 11.1349 -12.9620 -2.0062 0.128
H 13.8791 -11.5431 -1.2416 0.066
H 13.3527 -12.3164 -2.7184 0.077
H 14.7498 -12.9380 -2.0818 0.088
C 15.4230 -9.9297 1.7022 -0.059
O 16.8208 -10.3204 1.5278 -0.167
C 17.3634 -9.9089 0.3337 -0.245
C 17.9505 -8.5222 0.1892 -0.194
O 16.9893 -7.5090 -0.0755 -0.186
C 17.6482 -6.5116 -0.8543 -0.098
H 14.7385 -10.3013 0.9396 0.075
H 15.2991 -8.8573 1.8531 0.068
H 15.1174 -10.3716 2.6505 0.079
H 16.7259 -10.1433 -0.5188 0.114
H 18.1071 -10.6716 0.1032 0.117
H 18.8161 -8.5688 -0.4717 0.113
H 18.3975 -8.3071 1.1597 0.124
H 16.8822 -5.8981 -1.3287 0.085
H 18.1393 -6.9690 -1.7132 0.077
H 18.1783 -5.8057 -0.2149 0.074

=====

160
Properties=species:S:1:pos:R:3:lowdin_charge:R:1 method="wB97M-V/def2-TZVPD" max_force_ha_per_bohr=0.0779 e_above_lowest_ev=9.2414 total_energy_ha=-4855.56895 charge=+1 homo_lumo_gap_ha=0.25751
C -3.0180 -0.7509 -2.5796 -0.125
C -2.4924 0.5785 -1.7392 -0.236
C -0.9314 0.9793 -2.0442 -0.235
C 0.0378 -0.2655 -1.5954 -0.174
C 1.4364 -0.1263 -2.4907 -0.130
C 2.7362 0.3292 -1.5759 -0.201
N 2.8854 1.8349 -1.4378 0.088
C 3.6336 2.4982 -2.5755 -0.213
C 2.8289 3.7750 -3.2594 -0.200
N 1.3540 3.5229 -3.4887 -0.014
C 4.2115 1.4308 -3.7110 -0.133
N 5.0362 0.4074 -2.9127 -0.070
C 4.1335 -0.4334 -2.0361 -0.269
C 4.8433 -1.0053 -0.6640 -0.155
C 6.4152 -1.4423 -0.8388 -0.229
C 7.3170 -0.4016 0.0656 -0.495
S 8.7274 -1.2464 1.0033 0.752
C 8.7456 -0.4501 2.7405 -0.952
S 7.5757 -0.9823 3.8510 0.623
N 9.7901 0.6165 2.9523 -0.208
C 9.4643 1.9275 2.2922 -0.145
C 9.1016 3.1687 3.2924 -0.179
O 8.5763 2.7290 4.6038 -0.221
C 9.7070 2.0134 5.2202 -0.178
C 10.2695 0.7340 4.3706 -0.175
H -3.8314 -0.4860 -3.3958 0.083
H -3.4396 -1.5036 -1.7739 0.071
H -2.1355 -1.2905 -3.1727 0.077
H -3.2029 1.4717 -2.0536 0.090
H -2.5608 0.3904 -0.5630 0.129
H -0.6565 1.8961 -1.3311 0.095
H -0.7336 1.3578 -3.1443 0.108
H -0.4017 -1.3330 -1.8039 0.104
H 0.2667 -0.1759 -0.4406 0.125
H 1.2905 0.5009 -3.4674 0.093
H 1.6841 -1.2367 -2.8530 0.129
H 2.5085 -0.0764 -0.4765 0.164
H 1.9339 2.2680 -1.2402 0.179
H 3.4350 1.9915 -0.5394 0.182
H 4.6118 2.9762 -2.0857 0.170
H 2.8941 4.6564 -2.4580 0.135
H 3.3711 4.1947 -4.2260 0.140
H 0.8005 3.6265 -2.6067 0.069
H 1.1674 2.6169 -3.9755 0.061
H 4.9442 1.9388 -4.4839 0.149
H 3.3554 0.8706 -4.2792 0.122
H 5.5515 -0.2144 -3.5997 0.125
H 3.8510 -1.3996 -2.6776 0.156
H 4.2486 -1.9710 -0.2968 0.139
H 4.6584 -0.1930 0.1806 0.102
H 6.5317 -2.5544 -0.4207 0.118
H 6.7678 -1.4995 -1.9778 0.119
H 7.7311 0.4171 -0.6970 0.094
H 6.6942 0.1783 0.8701 0.064
H 10.3833 2.2691 1.6175 0.141
H 8.5326 1.8036 1.5561 0.122
H 8.3269 3.8974 2.7590 0.135
H 10.0757 3.8382 3.4587 0.135
H 9.4009 1.7517 6.3343 0.145
H 10.5873 2.8130 5.3201 0.129
H 11.4553 0.8594 4.3214 0.140
H 10.0943 -0.2259 5.0419 0.121
C -4.8329 -7.1311 -2.7039 -0.078
C -5.5371 -6.4284 -1.7250 -0.089
C -4.8966 -5.4386 -0.9770 0.011
C -3.5456 -5.1563 -1.2219 -0.145
C -2.8342 -5.8656 -2.1987 -0.006
C -3.4847 -6.8552 -2.9385 -0.067
N -2.8735 -4.0995 -0.4565 -0.321
O -3.5318 -3.5077 0.4119 0.060
O -1.6882 -3.8567 -0.7252 0.019
H -5.3381 -7.8981 -3.2885 0.114
H -6.5872 -6.6502 -1.5470 0.105
H -5.4594 -4.8998 -0.2178 0.124
H -1.7841 -5.6603 -2.3958 0.114
H -2.9419 -7.4093 -3.7011 0.108
C -0.0442 -3.8379 3.3126 -0.060
C -0.2788 -3.9221 4.6859 -0.060
C -1.1752 -4.8687 5.1860 0.006
C -1.8306 -5.7328 4.2981 -0.135
C -1.6028 -5.6453 2.9183 -0.003
C -0.7063 -4.6928 2.4297 -0.073
N -2.7548 -6.7469 4.8198 -0.327
O -2.9441 -6.7800 6.0449 0.060
O -3.2893 -7.5141 4.0064 0.056
H 0.6598 -3.1020 2.9279 0.104
H 0.2399 -3.2514 5.3675 0.067
H -1.3470 -4.9217 6.2589 0.093
H -2.1085 -6.3064 2.2175 0.115
H -0.5204 -4.6190 1.3605 0.086
C 4.7633 5.9494 4.6155 -0.059
C 5.6548 4.8805 4.5122 -0.054
C 5.2592 3.6974 3.8852 0.006
C 3.9640 3.5968 3.3587 -0.145
C 3.0644 4.6656 3.4678 -0.002
C 3.4706 5.8427 4.0996 -0.061
N 3.5506 2.3650 2.6759 -0.329
O 4.3687 1.4351 2.6165 0.049
O 2.4091 2.3269 2.1945 0.038
H 5.0781 6.8719 5.1003 0.113
H 6.6601 4.9707 4.9181 0.110
H 5.9658 2.8734 3.8127 0.109
H 2.0547 4.5993 3.0681 0.118
H 2.7806 6.6792 4.1866 0.112
C 2.8817 -5.5092 10.9059 -0.068
C 3.5988 -4.8679 9.8946 -0.065
C 2.9250 -4.2933 8.8152 0.001
C 1.5261 -4.3631 8.7606 -0.132
C 0.8041 -5.0130 9.7705 0.007
C 1.4893 -5.5864 10.8436 -0.061
N 0.8103 -3.7389 7.6415 -0.283
O 1.4857 -3.1899 6.7582 0.042
O -0.4279 -3.7929 7.6460 0.050
H 3.4111 -5.9508 11.7484 0.110
H 4.6840 -4.8131 9.9495 0.110
H 3.4983 -3.7970 8.0352 0.118
H -0.2814 -5.0790 9.7382 0.123
H 0.9377 -6.0905 11.6341 0.112
C -6.7663 5.8175 -0.3361 -0.050
C -6.5267 5.4053 -1.6479 -0.046
C -5.3014 4.8287 -1.9876 0.012
C -4.3201 4.6648 -1.0001 -0.139
C -4.5551 5.0847 0.3159 -0.005
C -5.7834 5.6626 0.6430 -0.065
N -3.0395 4.0361 -1.3453 -0.319
O -2.8626 3.6953 -2.5244 0.036
O -2.2105 3.8783 -0.4376 0.040
H -7.7254 6.2614 -0.0748 0.113
H -7.2971 5.5307 -2.4057 0.053
H -5.1302 4.5126 -3.0143 0.101
H -3.8006 4.9681 1.0911 0.116
H -5.9765 5.9891 1.6624 0.109
C -8.5173 -4.9212 -8.1658 -0.070
C -9.2141 -5.5124 -7.1108 -0.063
C -8.6553 -5.5405 -5.8316 0.002
C -7.3943 -4.9669 -5.6182 -0.138
C -6.6892 -4.3796 -6.6772 -0.001
C -7.2570 -4.3601 -7.9526 -0.066
N -6.8126 -4.9707 -4.2706 -0.297
O -7.4591 -5.5167 -3.3641 0.047
O -5.7111 -4.4243 -4.1156 0.070
H -8.9595 -4.8967 -9.1603 0.110
H -10.1952 -5.9489 -7.2851 0.111
H -9.2112 -6.0049 -5.0199 0.120
H -5.7075 -3.9352 -6.5267 0.118
H -6.7189 -3.9038 -8.7806 0.109
C -6.3953 8.7382 -7.2965 -0.066
C -7.4130 8.9655 -6.3687 -0.061
C -7.7660 7.9674 -5.4585 0.006
C -7.0871 6.7413 -5.4835 -0.132
C -6.0703 6.5076 -6.4188 0.003
C -5.7280 7.5125 -7.3259 -0.063
N -7.4362 5.6973 -4.5126 -0.306
O -8.3542 5.9353 -3.7136 0.042
O -6.7908 4.6397 -4.5447 0.065
H -6.1197 9.5216 -8.0005 0.111
H -7.9294 9.9229 -6.3530 0.112
H -8.5612 8.1602 -4.7417 0.121
H -5.5386 5.5590 -6.4525 0.120
H -4.9380 7.3418 -8.0539 0.110